Molecular formula: C6H10S2
Method: DFT, ωB97M-V with the def2-TZVPD basis set

Atoms and positions in Å:
C: -1.605 1.466 -0.804
H: -1.957 2.394 -0.372
H: 2.483 1.209 0.691
S: 2.437 -0.312 -1.014
H: 0.491 -1.979 -0.221
C: -0.531 0.707 -0.362
H: 0.186 0.393 1.951
H: 0.013 0.418 -1.185
H: 1.593 -1.683 -1.329
H: -1.686 1.416 -1.860
C: -1.884 0.230 -0.122
C: 0.324 0.194 0.760
H: -0.057 -1.971 1.297
H: 2.350 -0.434 1.241
S: -1.627 -1.377 -0.619
H: -2.330 0.443 0.844
C: -0.145 -1.345 0.520
C: 1.944 0.231 0.584

Results
- Frontier orbital gap: 8.44 eV
- Maximum force: 5.53 eV Å⁻¹
- E: -28048.66447 eV
- Charge: 0

Molecular formula: C21H20ClN3O3S
Method: DFT, ωB97M-V with the def2-TZVPD basis set

Atoms and positions in Å:
H: 0.768 3.500 -1.781
C: 4.664 -0.619 -1.543
C: 2.092 0.915 -1.232
O: -1.732 1.709 1.890
C: -2.072 -1.097 0.158
H: -2.208 -0.337 2.073
H: -1.270 4.177 1.472
H: 6.512 -1.167 -2.462
C: 2.557 -0.030 -0.322
H: 2.699 1.239 -2.061
H: 0.439 -2.722 1.619
C: 4.499 -1.050 0.812
H: -5.942 -2.473 -1.919
C: -6.283 -0.977 -0.424
N: -0.252 -0.725 1.675
H: -6.349 0.541 1.082
H: 0.297 3.758 0.753
C: 0.311 -1.896 2.322
C: 0.840 1.490 -1.033
C: -5.493 -1.834 -1.175
H: 7.523 -1.982 -0.367
C: 0.532 -0.062 0.771
H: -0.364 -2.193 3.122
C: -4.129 -1.847 -0.961
H: -0.743 2.577 -1.966
H: 1.280 -1.629 2.732
C: 6.517 -1.589 -0.364
H: 6.222 -1.916 1.730
N: 1.769 -0.519 0.628
H: -1.061 4.283 -0.290
H: -3.926 0.531 1.445
C: 0.082 1.062 0.049
N: -1.616 -0.836 1.420
C: -4.355 -0.162 0.739
Cl: -7.989 -0.948 -0.680
O: -1.325 -1.429 -0.740
C: 5.950 -1.127 -1.540
H: 4.228 -0.285 -2.472
H: 0.649 2.243 -3.002
S: -1.354 2.020 0.528
C: 3.924 -0.568 -0.363
H: -3.488 -2.494 -1.541
H: 3.918 -1.017 1.720
C: -0.775 3.753 0.608
C: -3.549 -1.028 0.005
O: -2.401 1.923 -0.456
C: 0.341 2.520 -1.996
C: 5.786 -1.551 0.812
C: -5.720 -0.135 0.523

Results
- Frontier orbital gap: 8.52 eV
- Maximum force: 0.79 eV Å⁻¹
- E: -56071.68915 eV
- Charge: 0

Molecular formula: C5H7NO
Method: DFT, ωB97M-V with the def2-TZVPD basis set

Atoms and positions in Å:
H: 0.770 0.074 -1.293
H: 2.867 1.486 -1.027
H: -0.969 0.085 -1.619
C: -0.366 1.484 -0.094
H: -0.004 -2.736 -0.561
H: -0.516 -2.726 1.221
C: -0.452 -0.843 0.279
O: -0.143 2.574 -0.547
C: -0.216 0.146 -0.826
H: 2.287 1.945 -0.945
C: -0.321 -2.166 0.309
N: -0.806 1.260 1.258
C: -0.838 -0.009 1.435
H: -1.128 -0.436 2.395

Results
- Frontier orbital gap: 9.66 eV
- Maximum force: 0.57 eV Å⁻¹
- E: -8834.35725 eV
- Charge: 0

Q: frontier orbital gap of number 1 (C6H10S2)?
A: 8.44 eV

Q: Which value of E does entry 1 give?
A: -28048.66447 eV

Q: What is the frontier orbital gap in the third record?
A: 9.66 eV

Q: charge of number 2 (C21H20ClN3O3S)?
A: 0